{"formula": "C9H16N3PtSe", "method": "ωB97M-V with the def2-TZVPD basis set", "total_charge": 1, "s_squared": 6.023, "molar_mass_g_mol": 440.3, "homo_ev": [-8.3, -12.1], "spin_multiplicity": 5, "orbital_gap_ev": [5.51, 4.81], "elements": ["C", "Pt", "N", "H", "H", "H", "H", "H", "H", "H", "H", "C", "N", "C", "Se", "N", "C", "C", "C", "C", "C", "C", "H", "H", "H", "H", "H", "H", "H", "H"], "positions_angstrom": [[-0.1519, -4.4426, -1.7170], [0.2453, -2.6481, -1.6355], [0.8838, -0.7291, -1.9171], [0.1026, -2.6781, -3.2546], [0.0992, -0.0903, -1.7953], [1.6048, -3.5861, -1.9896], [-0.1848, -4.9381, -2.6718], [-1.1981, -4.0312, -1.5085], [0.1092, -5.1355, -0.9323], [1.6186, -0.4478, -1.2635], [1.2526, -0.5896, -2.8657], [-2.2439, 0.1175, 0.2355], [-0.9145, 0.3942, 0.7720], [0.0270, -0.5480, 1.0619], [-0.1567, -2.3917, 0.9323], [1.0908, 0.1422, 1.5700], [0.8152, 1.5018, 1.6599], [1.6427, 2.5787, 1.9609], [1.1075, 3.8565, 1.7597], [-0.2131, 4.0316, 1.2647], [-1.0156, 2.9151, 0.9610], [-0.4715, 1.6689, 1.1669], [-2.1691, -0.3848, -0.7400], [-2.7558, 1.0743, 0.1198], [-2.8043, -0.5281, 0.9244], [1.9494, -0.3083, 1.8925], [2.6457, 2.3916, 2.3338], [1.7028, 4.7437, 1.9770], [-0.5844, 5.0506, 1.1267], [-2.0337, 3.0108, 0.5716]], "forces_ev_per_a": [[-1.67, -4.45, 0.00], [-0.36, 2.59, -0.57], [1.57, 1.75, -0.29], [-0.33, 0.12, 0.23], [0.10, -0.02, 0.01], [0.89, 0.32, 0.09], [0.00, -0.21, -0.23], [-0.05, -0.30, -0.06], [0.28, -0.11, 0.24], [-0.22, 0.11, -0.14], [-0.21, -0.03, 0.41], [0.22, 0.02, 0.13], [-2.23, 3.58, -0.28], [-0.03, -3.62, -0.38], [0.17, 1.16, 0.34], [2.56, 2.03, 1.65], [2.14, -1.72, 0.07], [-0.11, 0.34, 0.19], [-0.03, -0.34, 0.06], [-0.19, -0.60, 0.00], [-0.53, 1.46, 0.06], [-1.63, -2.13, -1.43], [-0.04, 0.11, 0.27], [-0.03, -0.28, -0.04], [0.10, 0.19, -0.21], [-0.62, 0.35, -0.16], [-0.15, 0.27, -0.08], [-0.12, -0.31, -0.04], [0.05, -0.47, -0.01], [0.48, 0.18, 0.17]], "lowdin_spin": [0.36, 0.94, 0.10, 0.18, 0.02, 0.30, 0.02, 0.11, 0.02, 0.00, 0.01, 0.02, 0.22, 0.46, 0.45, 0.18, 0.11, 0.05, 0.13, 0.13, 0.05, 0.11, 0.01, 0.00, 0.01, 0.00, 0.00, 0.00, 0.00, 0.00]}



{"formula": "C8H6N2O", "method": "ωB97M-V with the def2-TZVPD basis set", "molar_mass_g_mol": 146.1, "homo_ev": -9.6, "de_lowest_ev": 2.961, "orbital_gap_ev": 10.52, "elements": ["C", "C", "C", "C", "C", "N", "C", "C", "O", "N", "C", "H", "H", "H", "H", "H", "H"], "positions_angstrom": [[-1.5992, 0.2587, -2.4965], [-2.2060, 0.1110, -1.2618], [-1.4666, -0.0375, -0.1710], [-0.1001, -0.1475, -0.2805], [0.8497, -0.2318, 0.9342], [1.0419, -1.2991, 1.5665], [1.8301, -0.8293, 2.6508], [2.1171, 0.4633, 2.5135], [1.3672, 0.8435, 1.4024], [0.5134, 0.0534, -1.4617], [-0.1602, 0.2847, -2.6111], [-2.0586, 0.5699, -3.2509], [-3.3147, 0.1429, -1.3132], [-2.0965, -0.2570, 0.7491], [2.3172, -1.6291, 3.3699], [2.6223, 1.2243, 3.0614], [0.3432, 0.4795, -3.4009]], "forces_ev_per_a": [[6.32, -1.12, 4.81], [-2.07, 0.47, -3.70], [-0.95, -1.80, 3.95], [1.86, 1.38, -0.45], [-3.43, -0.80, -3.38], [1.05, -1.04, 2.43], [1.90, -3.84, 1.34], [-1.40, -0.12, -0.61], [1.63, 2.98, 0.63], [0.67, 0.00, -0.34], [-5.75, -2.04, 8.45], [-4.41, 1.98, -6.40], [0.86, -0.02, 0.67], [1.57, 0.53, -0.69], [-1.29, 2.08, -1.45], [0.19, 0.19, 0.07], [3.26, 1.17, -5.34]], "mulliken_charge": [-0.68, -0.32, -0.31, 0.45, 0.53, -0.51, -0.28, -0.20, -0.30, -0.50, -0.36, 0.58, 0.34, 0.28, 0.28, 0.39, 0.61]}



{"formula": "C2F3NO", "method": "ωB97M-V with the def2-TZVPD basis set", "molar_mass_g_mol": 111.0, "homo_ev": -10.1, "de_lowest_ev": 6.720, "orbital_gap_ev": 9.36, "elements": ["C", "C", "N", "O", "F", "F", "F"], "positions_angstrom": [[1.1174, 0.0462, -0.8054], [-1.3660, -0.6440, -0.1990], [1.0643, 0.0085, 0.3854], [0.9971, -0.3846, 1.5012], [1.2003, 0.8779, -1.7935], [-1.3267, -0.6999, 1.1332], [-2.1062, 0.4199, -0.5224]], "forces_ev_per_a": [[-0.08, 0.08, 1.17], [-0.98, 0.00, 0.59], [0.85, 0.33, -1.88], [0.52, -0.01, 0.81], [-0.06, -0.08, 0.18], [-0.97, 0.44, -1.75], [0.72, -0.77, 0.88]], "mulliken_charge": [0.26, 0.11, 0.54, -0.57, -0.15, -0.09, -0.11]}



{"formula": "C4H8BrN2O", "method": "ωB97M-V with the def2-TZVPD basis set", "total_charge": 1, "molar_mass_g_mol": 180.0, "homo_ev": [-14.6, -14.6], "de_lowest_ev": 1.215, "orbital_gap_ev": [8.85, 8.85], "elements": ["C", "C", "C", "C", "N", "N", "O", "Br", "H", "H", "H", "H", "H", "H", "H", "H"], "positions_angstrom": [[0.1781, -0.8365, 0.3857], [1.0848, -0.0364, -1.5792], [-0.1197, 0.0726, -0.6957], [-0.8153, -1.2819, 1.4304], [1.4286, -1.2096, 0.3009], [-1.2086, 0.7500, -1.0269], [2.0359, -0.6296, -0.7215], [0.3394, 2.4517, 1.1255], [0.9828, -0.8713, -2.4072], [1.3590, 0.8942, -2.0166], [-1.6905, -1.2456, 0.7241], [-0.9493, -0.4740, 2.3025], [-0.6475, -2.2663, 1.9012], [1.1557, 2.4514, 2.3075], [-1.8403, 0.8781, -0.2439], [-1.2930, 1.3531, -1.7867]], "forces_ev_per_a": [[0.22, 0.15, 0.97], [-1.16, -1.91, -0.61], [0.07, -0.40, -2.16], [-0.70, 2.03, 0.18], [-0.78, 0.32, 0.35], [0.95, -2.08, 3.25], [1.16, -0.08, -0.26], [0.37, 0.29, 0.55], [-0.40, 1.76, 1.26], [0.77, 0.64, -0.24], [-0.17, -0.63, 1.64], [0.28, -1.68, -2.07], [0.02, 0.52, -0.62], [-0.19, 0.02, -0.29], [-0.53, 0.03, -0.42], [0.08, 1.02, -1.52]], "mulliken_charge": [0.51, -0.59, 0.51, -0.89, -0.30, -0.30, -0.12, -0.20, 0.31, 0.39, 0.25, 0.25, 0.35, 0.27, 0.30, 0.25]}



{"formula": "C2H6BN", "method": "ωB97M-V with the def2-TZVPD basis set", "molar_mass_g_mol": 54.9, "homo_ev": -9.7, "de_lowest_ev": 0.253, "orbital_gap_ev": 10.41, "elements": ["C", "C", "B", "N", "H", "H", "H", "H", "H", "H"], "positions_angstrom": [[1.5433, 0.5212, 0.9395], [0.2673, 0.5459, 0.5334], [-0.2319, -0.3794, -0.6189], [-1.5695, -0.6756, -0.8785], [2.3308, 0.1475, 0.4409], [1.9993, 0.9281, 1.8071], [-0.4410, 0.9521, 1.2008], [0.6355, -0.5333, -1.5267], [-2.1276, -0.9453, -1.6994], [-2.4061, -0.5613, -0.1983]], "forces_ev_per_a": [[-2.02, 1.21, 0.84], [0.79, -1.81, 0.50], [1.23, 1.37, -2.10], [-4.02, -0.19, 1.30], [2.16, -1.92, -2.63], [-0.63, 0.92, 1.22], [-0.81, 0.76, 0.78], [-1.03, -0.37, 0.84], [1.75, -0.20, 0.02], [2.57, 0.23, -0.78]], "mulliken_charge": [-0.73, -0.15, 0.01, -0.34, 0.31, 0.25, 0.29, -0.11, 0.22, 0.24]}



{"formula": "C6H5ClN2O4", "method": "ωB97M-V with the def2-TZVPD basis set", "molar_mass_g_mol": 204.6, "homo_ev": -9.1, "de_lowest_ev": 7.961, "orbital_gap_ev": 7.70, "elements": ["C", "C", "C", "C", "C", "C", "N", "N", "O", "O", "O", "O", "Cl", "H", "H", "H", "H", "H"], "positions_angstrom": [[0.8906, 0.2427, -0.1008], [0.2780, -0.0237, 1.1682], [0.0920, -0.0287, -1.1304], [-0.6046, -1.0175, 1.2986], [-1.2240, -0.7203, -1.1187], [-2.1230, 0.2672, -0.5053], [-3.1525, -0.2798, 0.2123], [-1.8865, 1.7331, -0.5356], [-3.8771, 0.3403, 0.9624], [-3.3086, -1.5641, 0.0464], [-2.8699, 2.3667, -0.0504], [-0.9416, 2.2354, -1.1344], [-0.8722, -2.1839, -0.0676], [1.7614, 0.8917, -0.2255], [0.7213, 0.5828, 1.9116], [0.4052, 0.1872, -2.1366], [-1.2929, -1.2491, 2.0813], [-1.4745, -1.1804, -2.1441]], "forces_ev_per_a": [[-0.71, 0.08, -0.81], [0.69, -1.57, -0.70], [1.92, -0.42, -2.12], [0.74, -0.16, 1.06], [0.04, 1.36, -2.02], [0.09, 0.45, -0.48], [-1.85, -1.50, -0.12], [-3.59, -0.61, 0.69], [0.14, -0.21, 0.22], [-0.02, 2.22, 0.10], [2.97, -0.52, -1.12], [-0.51, -0.26, 0.43], [0.75, 0.39, 1.12], [-0.25, -0.52, 0.16], [-0.74, 0.46, 1.51], [0.24, 0.48, -0.19], [0.00, -0.16, 0.45], [0.11, 0.51, 1.82]], "mulliken_charge": [-0.04, -0.40, -0.72, -0.36, 0.34, -0.59, 0.95, 0.99, -0.59, -0.67, -0.58, -0.61, 0.08, 0.39, 0.44, 0.32, 0.52, 0.55]}



{"formula": "C4H10O3", "method": "ωB97M-V with the def2-TZVPD basis set", "molar_mass_g_mol": 106.1, "homo_ev": -9.7, "de_lowest_ev": 2.708, "orbital_gap_ev": 10.32, "elements": ["C", "C", "O", "C", "C", "O", "H", "H", "H", "H", "H", "H", "H", "H", "O", "H", "H"], "positions_angstrom": [[-1.1614, 2.0230, 0.0164], [-0.0047, 0.9798, 0.0595], [1.3115, 1.6044, -0.2606], [-0.4872, -0.2983, -0.9943], [0.5202, -1.3009, -1.4340], [1.5575, -1.7252, -0.9752], [-0.8648, 2.9470, -0.6122], [-2.2422, 1.6915, -0.2019], [-1.2219, 2.5749, 0.9775], [0.2031, 0.5555, 1.0416], [1.1912, 2.2341, -1.0586], [-1.0247, 0.1820, -1.8709], [-1.3525, -0.8149, -0.5142], [0.2165, -1.8080, -2.5435], [1.1198, -3.3074, 2.9501], [1.3221, -2.5174, 3.3854], [0.9176, -3.0202, 2.0350]], "forces_ev_per_a": [[-0.11, 1.79, 0.41], [0.13, -0.77, -2.30], [-2.29, 0.47, -1.68], [-0.33, 2.80, 1.43], [0.60, -2.24, -3.29], [-1.39, 1.13, 0.49], [-0.56, -1.82, 0.17], [1.94, 0.17, 0.02], [-0.01, -0.69, -0.09], [-0.37, 0.04, -0.10], [0.15, -1.63, 1.90], [1.11, -0.54, 0.65], [0.76, 0.09, 0.06], [0.33, 1.19, 2.36], [-0.76, -1.46, -1.92], [0.55, 1.85, 1.16], [0.25, -0.38, 0.72]], "mulliken_charge": [-1.07, 0.26, -0.54, -0.62, 0.00, -0.44, 0.25, 0.30, 0.33, 0.28, 0.34, 0.36, 0.35, 0.20, -0.63, 0.30, 0.33]}



{"formula": "C4H9NO", "method": "ωB97M-V with the def2-TZVPD basis set", "molar_mass_g_mol": 87.1, "homo_ev": -8.1, "de_lowest_ev": 2.892, "orbital_gap_ev": 8.95, "elements": ["C", "N", "C", "C", "C", "O", "H", "H", "H", "H", "H", "H", "H", "H", "H"], "positions_angstrom": [[0.2015, 1.5864, -0.7385], [-0.0172, 0.5438, 0.1995], [1.0676, 0.0639, 0.9895], [-1.0482, -0.4474, -0.1632], [-0.7043, -1.9321, -0.2199], [-1.3340, -2.7626, -0.8368], [0.7695, 1.2302, -1.6086], [0.7314, 2.4048, -0.2405], [-0.7681, 1.9765, -1.0790], [1.5444, 0.9104, 1.4927], [0.7072, -0.6230, 1.7716], [1.8158, -0.4717, 0.3845], [-1.6080, -0.1793, -1.0707], [-1.5260, -0.0485, 0.7380], [0.1682, -2.2513, 0.3815]], "forces_ev_per_a": [[0.24, 0.15, -0.28], [0.56, 0.13, -0.30], [0.28, 0.02, -0.02], [-0.08, 0.65, 0.54], [-0.19, 0.01, 0.08], [0.21, 0.77, 0.28], [0.14, 0.32, -0.26], [0.06, -0.06, -0.22], [0.28, -0.05, 0.00], [0.09, -0.12, -0.08], [0.05, 0.21, -0.19], [0.24, -0.06, 0.19], [0.23, 0.05, 0.39], [-2.07, -2.04, -0.06], [-0.04, 0.02, -0.05]], "mulliken_charge": [-0.97, 0.07, -1.05, -0.68, 0.05, -0.48, 0.33, 0.30, 0.33, 0.32, 0.32, 0.34, 0.39, 0.39, 0.33]}